# 1
Density functional theory data (the ωB97M-V functional and the def2-TZVPD basis) for 11 unconnected molecules or ions with the total composition C44H55F33O22.

The energy above the lowest of the compared OMol25 structures with the same formula, charge and spin comes out at 35.2 kcal/mol. Its HOMO energy is -11.022 eV. The frontier orbital gap is 11.35 eV. The SMILES is CCOC(=O)C(F)(F)F.CCOC(=O)C(F)(F)F.CCOC(=O)C(F)(F)F.CCOC(=O)C(F)(F)F.CCOC(=O)C(F)(F)F.CCOC(=O)C(F)(F)F.CCOC(=O)C(F)(F)F.CCOC(=O)C(F)(F)F.CCOC(=O)C(F)(F)F.CCOC(=O)C(F)(F)F.CCOC(=O)C(F)(F)F. Its total energy is -6660.63755 Eh.

```
154
C44H55F33O22 (the ωB97M-V functional and the def2-TZVPD basis)
C 1.582 1.535 -3.009
C 0.367 2.418 -2.923
O 0.052 3.140 -4.218
C 0.985 3.935 -4.643
O 1.936 4.294 -3.963
C 0.649 4.587 -6.020
F 1.766 5.075 -6.652
F 0.039 3.650 -6.776
F -0.217 5.568 -5.766
H 1.488 0.675 -3.682
H 1.727 1.150 -2.003
H 2.477 2.103 -3.291
H 0.335 3.173 -2.149
H -0.546 1.879 -2.853
C 4.174 -5.750 2.218
C 2.908 -5.067 2.395
O 2.475 -5.033 3.809
C 3.141 -4.267 4.626
O 3.983 -3.448 4.358
C 2.661 -4.475 6.069
F 1.583 -3.617 6.252
F 2.235 -5.709 6.348
F 3.603 -4.112 6.971
H 4.062 -6.778 2.590
H 5.050 -5.200 2.605
H 4.423 -5.784 1.141
H 2.055 -5.506 1.940
H 2.954 -4.024 2.146
C -8.935 -3.100 -1.576
C -8.053 -1.896 -1.905
O -7.460 -1.547 -0.622
C -6.572 -2.353 -0.147
O -6.006 -3.227 -0.751
C -6.226 -2.142 1.353
F -4.889 -1.937 1.382
F -6.901 -1.122 1.900
F -6.516 -3.231 2.119
H -9.593 -3.250 -2.438
H -9.632 -2.785 -0.799
H -8.332 -3.961 -1.316
H -8.510 -0.976 -2.201
H -7.240 -2.165 -2.570
C 3.212 -1.303 1.200
C 2.134 -0.327 0.776
O 0.777 -0.978 0.847
C -0.191 -0.235 0.602
O -0.177 0.899 0.132
C -1.549 -0.805 0.964
F -1.463 -2.058 1.469
F -2.192 -0.022 1.841
F -2.313 -0.921 -0.159
H 4.176 -0.770 1.137
H 3.221 -2.227 0.669
H 3.006 -1.521 2.252
H 2.225 0.016 -0.229
H 2.029 0.534 1.411
C -2.985 -0.658 -3.363
C -2.087 -0.009 -4.290
O -2.359 1.408 -4.413
C -3.348 1.804 -5.206
O -4.089 1.145 -5.863
C -3.471 3.332 -5.205
F -2.907 3.925 -4.120
F -2.820 3.835 -6.293
F -4.721 3.758 -5.226
H -2.949 -0.093 -2.424
H -2.773 -1.712 -3.211
H -4.032 -0.678 -3.695
H -2.182 -0.445 -5.307
H -0.986 -0.040 -4.018
C 3.328 -0.619 7.824
C 3.122 0.356 6.715
O 2.350 -0.219 5.623
C 1.095 -0.329 5.802
O 0.417 0.057 6.783
C 0.421 -0.982 4.611
F 0.393 -0.043 3.633
F 1.171 -2.040 4.121
F -0.793 -1.420 4.901
H 3.598 -1.605 7.429
H 2.478 -0.656 8.457
H 4.228 -0.319 8.402
H 4.027 0.671 6.207
H 2.552 1.221 7.021
C -1.651 -4.962 3.938
C -0.888 -5.004 2.652
O -1.774 -4.904 1.531
C -1.185 -4.794 0.363
O 0.014 -4.703 0.190
C -2.260 -4.827 -0.738
F -2.420 -3.609 -1.275
F -1.855 -5.702 -1.749
F -3.419 -5.269 -0.243
H -0.880 -5.110 4.733
H -2.242 -5.858 4.041
H -2.254 -4.078 4.120
H -0.424 -5.996 2.613
H -0.084 -4.300 2.453
C 0.382 -1.813 -2.433
C 1.547 -2.765 -2.137
O 2.838 -2.130 -2.313
C 3.194 -1.861 -3.502
O 2.621 -2.234 -4.558
C 4.536 -1.007 -3.567
F 4.262 0.236 -3.925
F 5.058 -0.979 -2.343
F 5.409 -1.595 -4.407
H 0.583 -0.880 -1.884
H -0.468 -2.297 -2.004
H 0.272 -1.629 -3.488
H 1.570 -3.654 -2.769
H 1.558 -3.101 -1.089
C 0.924 3.138 2.167
C 1.184 3.405 0.734
O 2.192 4.471 0.574
C 1.731 5.674 0.774
O 0.573 5.976 0.990
C 2.786 6.735 0.635
F 2.456 7.476 -0.430
F 2.796 7.554 1.717
F 4.013 6.261 0.454
H 0.267 3.872 2.638
H 1.865 3.015 2.753
H 0.395 2.196 2.281
H 0.271 3.741 0.244
H 1.671 2.614 0.219
C -2.717 4.773 0.035
C -2.985 3.337 0.154
O -4.006 2.927 -0.858
C -4.677 1.852 -0.622
O -4.403 1.042 0.223
C -5.868 1.695 -1.597
F -7.059 1.826 -0.870
F -5.916 2.555 -2.627
F -5.905 0.454 -2.109
H -2.299 5.074 -0.947
H -2.011 5.104 0.818
H -3.611 5.357 0.247
H -3.403 3.097 1.141
H -2.165 2.610 -0.044
C 4.917 3.699 -3.386
C 4.493 4.301 -2.066
O 5.209 3.687 -0.906
C 4.693 2.747 -0.205
O 3.679 2.087 -0.472
C 5.561 2.517 1.003
F 6.356 1.448 0.798
F 6.300 3.536 1.365
F 4.796 2.160 2.118
H 4.536 2.684 -3.368
H 5.988 3.644 -3.583
H 4.441 4.300 -4.154
H 3.436 4.231 -1.878
H 4.806 5.307 -1.921
```


# 2
Density functional theory data (the ωB97M-V functional and the def2-TZVPD basis) for 12 unconnected molecules or ions with the total composition C44H55F4N3O5.

Its HOMO energy is -9.177 eV. The frontier orbital gap is 9.50 eV. The SMILES is Fc1ccccc1.Fc1ccccc1.Fc1ccccc1.Fc1ccccc1.c1ccncc1.c1ccncc1.c1ccncc1.CO.CO.CO.CO.CO. Its total energy is -2649.40574 Eh.

```
111
C44H55F4N3O5 (the ωB97M-V functional and the def2-TZVPD basis)
N 19.062 -25.336 -19.433
C 19.591 -26.166 -20.362
C 19.960 -25.715 -21.625
C 19.780 -24.389 -21.952
C 19.236 -23.555 -20.960
C 18.904 -24.024 -19.715
H 19.622 -27.235 -20.208
H 20.357 -26.446 -22.314
H 20.046 -23.966 -22.909
H 19.069 -22.505 -21.145
H 18.572 -23.355 -18.934
N 22.426 -24.108 -16.725
C 21.140 -23.757 -16.435
C 20.353 -24.365 -15.442
C 21.002 -25.264 -14.599
C 22.317 -25.605 -14.854
C 23.003 -24.918 -15.851
H 20.648 -23.075 -17.112
H 19.354 -24.005 -15.244
H 20.538 -25.712 -13.732
H 22.808 -26.311 -14.200
H 24.017 -25.236 -16.046
N 20.530 -19.740 -16.844
C 19.803 -18.587 -16.899
C 20.342 -17.340 -16.986
C 21.708 -17.261 -17.064
C 22.483 -18.435 -16.990
C 21.857 -19.632 -16.962
H 18.724 -18.638 -16.904
H 19.806 -16.403 -17.019
H 22.140 -16.274 -16.990
H 23.557 -18.337 -17.035
H 22.416 -20.555 -16.917
C 22.383 -23.005 -19.678
O 23.528 -23.204 -18.931
H 21.776 -23.910 -19.684
H 21.809 -22.212 -19.200
H 22.593 -22.627 -20.679
H 23.274 -23.539 -18.068
C 13.720 -20.785 -16.759
O 13.190 -21.487 -15.626
H 14.648 -20.266 -16.517
H 13.863 -21.446 -17.614
H 13.023 -20.011 -17.078
H 13.875 -22.104 -15.359
C 17.888 -21.398 -15.583
O 18.491 -21.711 -16.769
H 16.813 -21.566 -15.649
H 18.470 -21.790 -14.749
H 17.877 -20.312 -15.489
H 19.320 -21.228 -16.809
C 15.639 -23.671 -17.803
O 14.470 -24.396 -18.042
H 15.933 -23.132 -18.704
H 15.417 -22.913 -17.052
H 16.526 -24.217 -17.481
H 14.634 -25.196 -18.545
C 16.136 -18.354 -14.144
O 17.373 -17.809 -14.514
H 15.582 -17.680 -13.492
H 15.527 -18.546 -15.027
H 16.390 -19.292 -13.648
H 17.219 -17.024 -15.045
F 14.824 -22.272 -13.736
C 15.516 -23.383 -13.514
C 15.207 -24.568 -14.260
C 16.016 -25.708 -14.195
C 17.222 -25.615 -13.459
C 17.557 -24.405 -12.805
C 16.692 -23.309 -12.754
H 14.401 -24.516 -14.976
H 15.832 -26.574 -14.814
H 17.843 -26.498 -13.407
H 18.508 -24.231 -12.323
H 16.982 -22.384 -12.278
F 18.188 -20.609 -9.939
C 19.027 -20.818 -10.948
C 19.088 -19.843 -11.943
C 19.876 -20.054 -13.027
C 20.694 -21.181 -13.147
C 20.677 -22.120 -12.069
C 19.849 -21.932 -10.979
H 18.584 -18.892 -11.852
H 19.841 -19.303 -13.803
H 21.325 -21.261 -14.020
H 21.364 -22.941 -12.215
H 19.867 -22.610 -10.139
F 21.576 -13.140 -10.760
C 21.266 -14.018 -11.708
C 19.906 -14.135 -12.056
C 19.564 -15.019 -13.025
C 20.520 -15.824 -13.623
C 21.839 -15.755 -13.154
C 22.208 -14.793 -12.244
H 19.158 -13.584 -11.505
H 18.504 -15.159 -13.178
H 20.244 -16.590 -14.333
H 22.550 -16.513 -13.450
H 23.245 -14.789 -11.941
F 14.826 -18.094 -17.676
C 15.983 -17.919 -18.318
C 16.579 -16.644 -18.390
C 17.702 -16.455 -19.170
C 18.325 -17.571 -19.753
C 17.816 -18.863 -19.590
C 16.616 -19.006 -18.896
H 16.060 -15.844 -17.883
H 18.152 -15.473 -19.182
H 19.295 -17.419 -20.202
H 18.430 -19.662 -19.980
H 16.192 -19.993 -18.790
```


# 3
Density functional theory data (the ωB97M-V functional and the def2-TZVPD basis) for a molecular structure, C44H56BCdIN12S4.

The energy above the lowest of the compared OMol25 structures with the same formula, charge and spin comes out at 64.4 kcal/mol. Its HOMO energy is -6.577 eV. The frontier orbital gap is 5.85 eV. Its total energy is -4450.38931 Eh.

```
119
C44H56BCdIN12S4 (the ωB97M-V functional and the def2-TZVPD basis)
Cd -1.335 -0.467 -0.173
C 2.118 -2.193 -3.926
C 2.225 -0.714 -3.816
C 2.562 0.095 -4.852
C 2.702 1.496 -4.621
N 2.299 2.033 -3.513
N 1.865 1.257 -2.504
B 1.325 1.986 -1.300
N 0.013 2.725 -1.456
N -0.214 3.183 -2.696
C -1.081 4.123 -2.907
C -1.798 4.723 -1.835
C -1.670 4.204 -0.584
C -2.472 4.641 0.586
C -0.750 3.121 -0.390
S -0.637 2.379 1.099
C -1.284 4.598 -4.332
C -0.604 3.635 -5.305
C -0.644 5.991 -4.457
C -2.784 4.673 -4.652
N 1.857 1.649 0.038
N 2.326 2.781 -0.488
C 3.017 3.681 0.153
C 3.445 3.291 1.445
C 3.065 2.088 1.991
C 3.520 1.643 3.332
C 2.129 1.235 1.302
S 1.384 -0.064 1.990
C 3.271 5.006 -0.529
C 1.931 5.759 -0.612
C 3.770 4.744 -1.953
C 4.294 5.842 0.240
C 2.005 -0.111 -2.528
S 2.012 -1.020 -1.144
C 3.390 2.344 -5.670
C 3.423 3.818 -5.266
C 2.679 2.197 -7.021
C 4.841 1.838 -5.774
H 2.152 -2.513 -4.965
H 1.193 -2.521 -3.454
H 2.935 -2.662 -3.378
H 2.742 -0.310 -5.836
H -2.468 5.547 -2.016
H -3.007 5.562 0.380
H -1.836 4.755 1.461
H -3.186 3.848 0.810
H 0.430 3.480 -5.010
H -0.643 4.035 -6.316
H -1.110 2.673 -5.294
H 0.433 5.924 -4.312
H -1.050 6.671 -3.712
H -0.842 6.407 -5.443
H -3.276 3.737 -4.394
H -2.920 4.853 -5.716
H -3.269 5.480 -4.109
H 4.089 3.943 2.008
H 4.301 2.285 3.730
H 3.871 0.613 3.265
H 2.676 1.646 4.022
H 1.219 5.197 -1.211
H 2.088 6.725 -1.088
H 1.509 5.920 0.379
H 3.068 4.106 -2.482
H 4.746 4.263 -1.935
H 3.864 5.684 -2.494
H 3.923 6.094 1.231
H 4.493 6.769 -0.292
H 5.235 5.302 0.336
H 2.437 4.166 -4.979
H 3.777 4.424 -6.096
H 4.101 3.953 -4.430
H 1.624 2.438 -6.925
H 2.778 1.194 -7.425
H 3.117 2.884 -7.740
H 5.361 2.001 -4.832
H 5.370 2.379 -6.554
H 4.886 0.777 -6.005
S -3.132 -1.982 0.515
C -2.372 -2.596 1.988
N -2.987 -2.576 3.132
N -4.138 -1.945 3.195
C -4.846 -1.807 4.358
C -5.978 -0.990 4.385
C -6.697 -0.869 5.557
C -6.303 -1.551 6.698
C -5.176 -2.358 6.668
C -4.444 -2.488 5.508
N -1.182 -3.209 1.950
N -0.334 -2.935 1.057
C 0.749 -3.811 0.966
C 2.046 -3.428 1.302
C 3.085 -4.329 1.172
C 2.855 -5.605 0.686
C 1.570 -5.980 0.331
C 0.518 -5.099 0.481
H -4.473 -1.489 2.336
H -6.276 -0.462 3.489
H -7.571 -0.236 5.581
H -6.871 -1.450 7.609
H -4.871 -2.890 7.556
H -3.566 -3.110 5.452
H 2.212 -2.439 1.694
H 4.087 -4.042 1.459
H 3.672 -6.307 0.599
H 1.380 -6.971 -0.056
H -0.487 -5.388 0.200
I -3.409 1.193 -1.312
C -3.023 -0.113 -5.170
N -2.223 -0.790 -4.192
C -2.439 -2.050 -3.714
C -1.564 -2.229 -2.685
N -0.827 -1.092 -2.520
C -1.246 -0.255 -3.440
H -3.179 -0.755 -6.038
H -2.519 0.803 -5.473
H -3.993 0.146 -4.736
H -3.187 -2.691 -4.132
H -1.392 -3.090 -2.062
H -0.874 0.745 -3.572
```


# 4
Density functional theory data (the ωB97M-V functional and the def2-TZVPD basis) for a molecular structure, C44H56BF2N2.

The energy above the lowest of the compared OMol25 structures with the same formula, charge and spin comes out at 0.0 kcal/mol. Its HOMO energy is -10.600 eV. The frontier orbital gap is 6.42 eV. Its net charge is +1. Its total energy is -2043.96203 Eh.

```
105
C44H56BF2N2 (the ωB97M-V functional and the def2-TZVPD basis)
C -1.762 -3.996 -1.497
C -1.367 -4.389 -2.915
C -1.013 -5.889 -2.784
C -2.521 -4.228 -3.900
C -0.194 -3.500 -3.442
C 0.841 -4.263 -4.011
C 2.141 -3.782 -3.940
C 2.377 -2.513 -3.460
C 1.345 -1.520 -3.278
C 1.916 -0.148 -3.864
C 0.871 0.937 -3.991
C 2.418 -0.347 -5.296
C 3.229 0.312 -3.169
C -0.037 -2.100 -3.253
N -0.990 -1.307 -2.503
C -0.535 -0.675 -1.368
B 1.004 -0.641 -1.485
H 2.435 1.374 2.861
N -1.626 -0.059 -0.756
C -1.751 0.768 0.484
C -2.077 2.159 0.394
C -2.037 3.044 -0.879
C -1.780 4.523 -0.550
C -3.414 2.966 -1.535
C -0.956 2.634 -1.854
C -2.588 2.835 1.517
C -2.425 2.320 2.792
C -1.928 1.033 2.922
C -1.781 0.191 1.800
C -1.643 -1.306 2.166
C -0.157 -1.611 2.369
C -2.278 -2.201 1.121
C -2.382 -1.632 3.472
C -2.755 -0.355 -1.554
C -2.365 -1.070 -2.631
H -2.264 -3.032 -1.510
H -2.465 -4.724 -1.056
H -0.874 -3.953 -0.849
H -0.809 -6.382 -3.743
H -0.146 -6.033 -2.121
H -1.856 -6.433 -2.325
H -2.161 -4.392 -4.926
H -3.324 -4.947 -3.685
H -2.923 -3.210 -3.831
H 0.668 -5.288 -4.350
H 2.962 -4.435 -4.206
H 3.402 -2.189 -3.298
H 0.493 1.271 -3.033
H 1.302 1.821 -4.499
H 0.070 0.544 -4.638
H 3.308 -0.987 -5.298
H 1.613 -0.800 -5.877
H 2.705 0.625 -5.730
H 4.084 -0.287 -3.540
H 3.480 1.349 -3.469
H 3.176 0.236 -2.084
H 1.692 -1.599 -1.075
H 1.340 0.394 -0.975
H -0.885 4.649 0.072
H -1.619 5.087 -1.479
H -2.631 4.997 -0.048
H -3.625 1.946 -1.872
H -4.187 3.273 -0.819
H -3.469 3.632 -2.405
H -1.179 1.653 -2.261
H -0.948 3.342 -2.693
H 0.043 2.631 -1.401
H -3.038 3.828 1.442
H -2.664 2.925 3.670
H -1.720 0.697 3.949
H 0.230 -1.052 3.234
H -0.026 -2.679 2.583
H 0.440 -1.348 1.485
H -3.330 -1.938 0.956
H -1.739 -2.098 0.190
H -2.241 -3.256 1.423
H -3.409 -1.245 3.439
H -2.442 -2.720 3.613
H -1.873 -1.224 4.354
H -3.749 -0.056 -1.278
H -2.927 -1.311 -3.522
F 2.609 -1.258 8.161
C 2.283 -0.633 6.985
C 1.165 0.201 6.940
C 0.968 1.053 5.827
C 1.866 1.032 4.760
C 1.712 1.802 3.466
C 2.194 3.217 3.310
C 1.418 4.199 2.687
C 2.015 5.422 2.346
C 3.341 5.670 2.703
F 3.846 6.948 2.623
C 4.168 4.670 3.226
C 3.550 3.456 3.562
C 2.945 0.145 4.828
C 3.160 -0.709 5.917
H 0.476 0.244 7.766
H 0.090 1.680 5.728
H 0.706 1.656 3.029
H 0.382 3.970 2.417
H 1.423 6.217 1.894
H 5.209 4.836 3.474
H 4.125 2.621 3.952
H 3.593 0.044 3.958
H 4.048 -1.331 5.946
```


Which of these has the highest frontier orbital gap? C44H55F33O22


frontier orbital gap of number 3 (C44H56BCdIN12S4)? 5.85 eV


frontier orbital gap of number 3 (C44H56BCdIN12S4)? 5.85 eV


Number 2 is which compound? C44H55F4N3O5